Here is an isolated molecule of C4H7NO at a distorted geometry from the Open Molecules 2025 dataset. Energies are from wB97M-V/def2-TZVPD.

Geometry (Å):
O  -2.94  0.00  1.08
C  -1.89  -0.17  0.50
C  -0.64  0.64  0.80
N  0.40  0.56  -0.22
C  0.70  -0.49  -1.14
C  1.74  0.03  -0.21
H  -1.77  -0.94  -0.30
H  -0.29  0.44  1.82
H  -1.02  1.67  0.83
H  0.68  -0.20  -2.18
H  0.44  -1.53  -0.92
H  2.06  -0.74  0.49
H  2.52  0.72  -0.55

Values from the calculation:
ΔE to the lowest compared entry with this formula, charge and spin	66.5	kcal per mole
highest occupied orbital energy	-9.1	eV
structure (SMILES)	O=CCN1CC1
multiplicity	1